Entry from OMol25: a single C15H17NO3 molecule (ωB97M-V/def2-TZVPD).

total charge	0
ΔE to the lowest compared entry with this formula, charge and spin	4.9	kcal/mol
highest occupied orbital energy	-8.50	eV
structure (SMILES)	O=C(CCCOc1ccccc1)NCc1ccco1

Geometry as XYZ:
```
36
Properties=species:S:1:pos:R:3:forces:R:3
O -0.160724 -0.897523 1.808298 -0.1719 0.0162 0.3774
C 0.129189 -1.288267 0.697184 0.1261 -0.3807 -0.3810
N 0.974591 -0.619765 -0.115630 0.2972 0.2101 -0.2235
H 1.121704 -0.931205 -1.061926 -0.0874 -0.0854 0.1153
C 1.618972 0.615272 0.289898 0.1877 -0.1490 0.2125
C 3.091458 0.551230 0.062455 -0.1748 0.5712 -0.7408
C 3.868901 1.041377 -0.947202 -0.4937 -0.1381 0.4517
C 5.196101 0.641134 -0.657518 0.1782 -0.3435 0.4518
C 5.123752 -0.066247 0.501559 0.6500 0.2519 -0.6175
O 3.858226 -0.126928 0.942268 -0.3941 -0.1657 0.3697
H 5.873482 -0.555664 1.090854 0.0214 -0.0904 0.1528
H 6.074005 0.852437 -1.232507 0.2329 0.0012 -0.0573
H 3.540101 1.621333 -1.785271 -0.1592 0.1350 -0.1496
H 1.395392 0.732260 1.354200 -0.0067 0.1204 -0.1691
H 1.199434 1.462610 -0.261933 0.1061 -0.0506 0.1405
C -0.416813 -2.592976 0.131872 -0.2848 0.1049 0.2406
H -0.024029 -3.395845 0.758946 0.0748 0.0461 -0.0451
H -0.087091 -2.752558 -0.894954 0.0675 -0.0560 -0.0242
C -1.945106 -2.590901 0.217104 0.0578 0.2804 -0.2347
C -2.570250 -1.854865 -0.974116 -0.2490 -0.4881 0.1795
O -1.930899 -0.640575 -1.301669 0.1285 0.2704 0.0170
C -2.143130 0.478206 -0.548078 0.0104 0.2728 -0.0843
C -2.971012 0.564412 0.562954 -0.0341 -0.3230 -0.1348
C -3.090233 1.767064 1.238937 0.0134 0.1269 0.0072
C -2.399973 2.888748 0.820921 -0.0606 0.1065 0.1404
C -1.585808 2.808236 -0.297371 0.0287 -0.0174 -0.0304
C -1.459600 1.615831 -0.978658 -0.0384 -0.2072 -0.0385
H -0.838602 1.535565 -1.858195 0.0727 -0.0150 -0.1010
H -1.046915 3.679767 -0.640018 0.0390 0.0641 -0.0398
H -2.495096 3.819319 1.359284 -0.0140 0.0740 0.0480
H -3.730615 1.819255 2.106981 -0.0447 -0.0040 0.0686
H -3.523180 -0.291166 0.916990 -0.0048 -0.1144 0.0201
H -3.643702 -1.699613 -0.807458 0.0833 0.0116 -0.0761
H -2.449111 -2.462945 -1.877017 -0.0803 0.0592 0.1302
H -2.332307 -3.611043 0.218951 -0.0411 0.0135 0.0129
H -2.221111 -2.115963 1.159856 -0.0361 -0.1078 0.0115
```
Positions in Å, forces in eV/Å.

***

Entry from OMol25: a molecular structure, C15H15N3O4ReS6Sb in a non-equilibrium geometry (ωB97M-V/def2-TZVPD).

total charge	+2
highest occupied orbital energy (spin up / spin down)	-14.01 / -14.01	eV

Geometry as XYZ:
```
45
Properties=species:S:1:pos:R:3:forces:R:3
Re 0.203094 0.245272 -0.134612 0.1444 -0.9480 0.5031
C 1.942286 5.659053 5.233205 -0.0059 -0.0251 -0.0063
C 1.840382 4.314524 4.579234 0.0020 0.0412 0.0200
C 0.674147 3.552289 4.678990 -0.0221 -0.0239 -0.0001
C 0.585529 2.304666 4.093370 0.0683 0.0492 -0.0099
C 1.686471 1.816942 3.388896 0.0111 0.1321 0.0590
C 2.874027 2.543645 3.289068 -0.0844 -0.0055 0.0152
C 2.928474 3.791561 3.876938 0.0376 0.0127 -0.0138
S 1.600162 0.192975 2.813995 0.1373 -0.0110 -0.0070
O 1.890444 -0.808334 3.775213 -0.0565 0.0661 -0.0374
O 2.726325 0.163391 1.682558 -0.0778 0.1256 0.1047
N 0.212061 0.023271 2.049115 -0.0870 -0.1899 -0.3306
C -0.565612 -1.179661 2.408733 -0.0810 0.2919 -0.1075
C -0.327935 -2.224863 1.340926 0.0185 -0.1174 0.1149
O -0.388474 -3.393220 1.426818 0.0133 0.0343 -0.0662
O -0.048306 -1.602518 0.107185 -0.0904 0.2777 -0.0226
H 0.980499 5.996759 5.612205 0.0016 0.0019 -0.0017
H 2.326140 6.402900 4.535103 0.0009 -0.0032 -0.0002
H 2.639855 5.611799 6.071538 -0.0005 0.0008 -0.0008
H -0.168618 3.940809 5.235968 0.0010 -0.0028 0.0000
H -0.313955 1.712202 4.202863 -0.0033 -0.0100 -0.0023
H 3.735937 2.144244 2.773422 -0.0012 -0.0080 0.0014
H 3.839761 4.371149 3.800883 -0.0027 -0.0058 0.0022
H -1.627718 -0.919399 2.367622 -0.0200 -0.0336 0.0437
H -0.352429 -1.567417 3.401346 0.1299 -0.0623 -0.0446
S 2.156449 -3.020536 -2.532305 0.0040 -0.1318 -0.0161
Sb 2.272949 -0.945134 -3.129250 -0.0516 0.1530 -0.0309
S 0.000331 -0.091598 -2.329850 0.0228 0.2866 0.2013
S 2.291358 0.591011 0.095048 -0.0952 -0.0681 -0.1893
S 3.394513 0.791406 -3.790648 0.0467 0.0016 0.0013
N -4.562603 5.391681 1.022049 0.0743 0.1330 -0.0464
C -3.290423 5.493222 0.615594 -0.1716 -0.3225 -0.0923
S -2.414772 6.846364 0.407861 0.0826 0.1614 0.0471
C -2.559143 4.206813 0.419182 0.0256 0.0574 0.0353
C -1.847983 3.959365 -0.757442 -0.0295 0.0030 -0.0149
C -1.110574 2.815294 -0.874197 -0.0027 0.0385 0.0923
N -1.001575 1.906017 0.145535 0.0287 0.2519 -0.2465
C -1.685275 2.156026 1.289756 0.0253 -0.1164 -0.0569
C -2.483069 3.259687 1.441546 -0.0258 0.0129 0.0468
H -5.085541 6.243993 1.162410 -0.0152 -0.0070 0.0202
H -5.085026 4.533868 0.946276 0.0242 -0.0189 0.0237
H -1.873968 4.667538 -1.573771 -0.0031 0.0052 0.0078
H -0.576881 2.596293 -1.785201 0.0246 -0.0311 0.0023
H -1.557654 1.440111 2.084902 -0.0006 -0.0027 0.0057
H -3.011360 3.403641 2.374326 0.0035 0.0071 -0.0035
```
Positions in Å, forces in eV/Å.

***

Entry from OMol25: a molecular structure, C24H23F6N8O9RuS5 in a non-equilibrium geometry (ωB97M-V/def2-TZVPD).

2S+1	2
total charge	0
ΔE to the lowest compared entry with this formula, charge and spin	54.8	kcal/mol
<S²>	0.753
highest occupied orbital energy (spin up / spin down)	-8.39 / -8.40	eV

Geometry as XYZ:
```
76
Properties=species:S:1:pos:R:3:forces:R:3
Ru -0.164760 -0.371422 -0.446440 -0.3003 -0.2589 0.1188
N -0.902105 2.004751 2.221063 -0.3346 0.0795 -0.0728
C -0.814561 0.695464 2.503411 0.0383 -0.0222 -0.0458
N -0.528183 -0.261147 1.646788 -0.1821 -0.1833 0.0290
C -0.326646 -1.474265 2.302875 0.0823 0.1900 0.0385
C -0.546795 -1.458409 3.627911 0.0147 -0.0811 0.0844
S -0.979438 0.129819 4.133030 0.0471 0.0119 -0.0187
C 0.194136 -2.562080 1.497083 0.0288 -0.0932 -0.0743
C 0.504065 -3.821437 1.848186 0.0016 -0.0091 0.0459
S 1.058239 -4.702564 0.468828 -0.0722 0.0446 -0.0013
C 0.808688 -3.308836 -0.525529 0.0659 -0.0979 -0.0707
N 0.389108 -2.271034 0.156774 -0.0304 0.5727 0.0954
N 0.979635 -3.332449 -1.856370 0.0561 -0.0303 0.0767
H -1.209897 2.296743 1.280511 0.1900 -0.0671 0.0718
H -1.295181 2.583028 2.948057 0.0536 -0.0098 0.0012
H -0.425175 -2.264242 4.330780 -0.0116 0.0197 0.0098
H 0.445523 -4.273437 2.822801 0.0202 -0.0333 -0.0210
H 1.454906 -4.114034 -2.269938 0.0177 0.0466 -0.0377
H 0.955534 -2.435617 -2.339038 -0.0151 -0.0585 0.0034
C 6.143928 3.980369 3.490256 0.0058 0.0052 0.0019
C 5.297264 3.027803 2.692833 -0.0066 -0.0113 -0.0203
C 3.958635 2.814999 3.018194 -0.0077 -0.0177 -0.0140
C 3.184263 1.922193 2.297760 0.0208 0.0387 0.0656
C 3.754101 1.241914 1.232675 0.0784 -0.0859 -0.0327
C 5.077121 1.444378 0.877254 -0.0362 0.0511 -0.0382
C 5.840692 2.336218 1.613528 0.0052 0.0110 0.0100
S 2.793964 0.031802 0.381344 -0.1660 0.1158 0.0840
O 2.505580 -1.020270 1.321890 0.0580 -0.0060 0.0206
O 3.490196 -0.339454 -0.835431 0.2009 -0.1641 -0.1188
N 1.413639 0.772455 -0.014431 -0.0343 0.4078 0.3980
C 1.574549 2.119210 -0.615303 -0.0854 -0.0265 -0.1453
C 1.717440 2.409863 -2.155078 -0.1079 0.3047 0.6008
O 2.257435 3.472389 -2.388317 0.0739 -0.1044 -0.1993
O 1.157823 1.642005 -3.033106 -0.4117 -1.1430 0.7827
H 5.535237 4.588870 4.157497 -0.0015 0.0004 -0.0052
H 6.705959 4.647254 2.835868 -0.0026 -0.0033 0.0006
H 6.866005 3.433728 4.099980 0.0011 0.0035 -0.0003
H 3.516154 3.362056 3.842007 0.0090 -0.0031 0.0011
H 2.138521 1.774123 2.538352 -0.0076 -0.0333 0.0169
H 5.487646 0.921947 0.023913 0.0013 -0.0133 0.0112
H 6.874056 2.507023 1.335935 -0.0015 -0.0035 0.0094
H 2.441478 2.603619 -0.170437 0.0222 -0.0344 -0.0840
H 0.729286 2.730840 -0.282807 -0.0221 -0.0939 -0.1024
O 0.887229 -0.598094 -2.136427 0.2175 0.0651 -0.8219
H 1.827717 -0.607363 -1.874096 0.1066 -0.1159 0.0259
H 0.864854 0.524202 -2.549313 0.7030 0.8313 -1.0621
F -1.887196 2.247409 -3.933325 0.0858 0.0155 -0.0438
C -1.786167 2.917330 -2.782962 -0.3548 0.0620 0.0461
F -0.733362 3.701457 -2.811854 0.1138 -0.1031 0.1059
F -2.872103 3.678940 -2.656122 0.0964 -0.0531 -0.0725
S -1.774719 1.814706 -1.237009 0.1410 0.0380 -0.2751
O -1.788154 2.894856 -0.231234 0.1030 -0.0868 0.2964
O -1.266119 -0.251484 -3.467584 -0.0315 0.0109 -0.2309
N -3.242508 1.238304 -1.571812 -0.1012 -0.2814 0.2250
S -3.895842 0.268115 -0.503081 0.2547 0.1872 -0.1392
O -4.910620 -0.536731 -1.106862 0.0142 0.0172 -0.1090
O -2.907397 -0.361077 0.347446 -0.3854 0.1608 0.3183
C -4.816924 1.401362 0.650611 0.0274 0.0055 0.0487
F -4.005200 1.819833 1.629374 -0.0240 0.0229 -0.0507
F -5.830907 0.740339 1.206159 0.0307 -0.0239 0.0155
F -5.293694 2.462779 0.013630 -0.0330 -0.0277 -0.0299
N -2.817424 -2.041220 -3.423826 0.0492 -0.0267 0.0581
C -1.873202 -1.252902 -2.866744 -0.0371 0.0390 -0.0283
N -1.567896 -1.594136 -1.641951 -0.0352 0.1819 0.3018
C -2.389142 -2.688932 -1.343197 -0.0227 -0.1273 -0.0591
C -2.550827 -3.424508 -0.179556 -0.0614 -0.0712 0.0677
C -3.488300 -4.443852 -0.185304 0.0064 0.0207 0.0155
C -4.264828 -4.725708 -1.311562 0.0131 0.0133 -0.0334
C -4.127644 -3.984877 -2.472998 0.0086 -0.0238 0.0308
C -3.181108 -2.977655 -2.454895 -0.0117 0.0782 -0.0812
H -3.258086 -1.891030 -4.314126 0.0036 -0.0160 -0.0060
H -1.737998 0.105725 -4.229162 -0.1120 -0.0147 0.0476
H -2.003187 -3.199423 0.722513 -0.0020 0.0258 -0.0334
H -3.635025 -5.022620 0.717121 -0.0086 -0.0116 -0.0102
H -4.993594 -5.523740 -1.271727 -0.0033 0.0018 0.0010
H -4.738691 -4.174171 -3.345281 -0.0063 -0.0086 0.0075
```
Positions in Å, forces in eV/Å.

***

Entry from OMol25: 3 unconnected molecules or ions with the total composition C16H36FN2O2PS in a non-equilibrium geometry (ωB97M-V/def2-TZVPD).

total charge	0
highest occupied orbital energy	-7.85	eV
structure (SMILES)	O=C1C[C@@H]([PH2]=S)[C@@H](F)O1.CCN(CC)CC.CCN(CC)CC

Geometry as XYZ:
```
59
Properties=species:S:1:pos:R:3:forces:R:3
O 1.151446 1.642148 2.672327 2.7440 -1.1038 5.1607
C 0.598927 1.911388 1.723770 -2.0388 1.8846 -4.8169
C 1.081207 2.202964 0.330515 0.0529 -0.3475 -0.5618
C 0.145581 1.206882 -0.457285 1.8092 1.7523 1.8442
P 1.016172 -0.415490 -0.237224 -1.2008 -1.4879 -1.4470
S 0.148566 -1.951374 -1.058642 0.1467 0.1021 -0.0555
C -1.125157 1.419170 0.392131 0.0813 0.3487 -1.2515
F -1.672807 0.215310 0.594215 -0.8262 -1.0549 0.7373
O -0.776297 2.020843 1.592931 -0.1575 -0.7495 0.7944
H 2.133481 2.072364 0.127969 0.3296 -0.2193 0.2746
H 0.843920 3.238876 0.114202 -0.1808 0.1639 -0.1670
H 0.132193 1.561653 -1.473058 -0.4703 -0.5671 -0.5383
H 1.212490 -0.664846 1.133717 0.2014 0.7311 -0.0151
H 2.283691 -0.182501 -0.814110 -0.0390 0.4029 0.4362
H -1.869450 2.056055 -0.048562 -0.3480 0.2225 -0.5364
C 3.353981 -1.568662 -3.882871 0.0627 -0.0124 -0.0684
C 2.359979 -0.477099 -4.245896 0.0335 -0.1862 -0.0602
N 2.954179 0.844306 -4.354937 -0.0063 0.1988 0.1797
C 1.970894 1.909805 -4.430113 -0.1264 0.1047 0.0865
C 1.042502 1.957636 -5.649109 -0.0424 0.1145 -0.0208
C 4.078585 0.959590 -5.268510 0.2583 -0.1312 -0.0697
C 3.854110 0.579211 -6.737628 0.0890 0.0829 -0.0593
H 3.885207 -1.325241 -2.960559 0.0223 0.0328 -0.0254
H 2.824590 -2.509298 -3.730357 -0.0318 0.0258 0.0246
H 4.089850 -1.733367 -4.671687 0.0148 0.0052 0.0261
H 1.606781 -0.451399 -3.454233 -0.1151 0.1317 -0.0449
H 1.833634 -0.772471 -5.166212 -0.0416 -0.0511 0.0300
H 2.487929 2.869987 -4.342273 0.0998 -0.0500 -0.0470
H 1.343700 1.840815 -3.532814 0.0169 -0.1217 0.0003
H 1.557358 2.322470 -6.536333 0.0140 -0.0663 -0.0268
H 0.217096 2.646466 -5.455242 0.0090 -0.0068 0.0167
H 0.607122 0.984373 -5.875545 0.0237 -0.0166 0.0168
H 4.893088 0.343039 -4.880003 -0.0813 -0.0587 0.0396
H 4.463910 1.981399 -5.218729 -0.1480 0.0520 0.0477
H 3.285579 -0.345407 -6.843916 -0.0104 0.0005 0.0327
H 4.818823 0.424664 -7.225488 -0.0023 -0.0034 0.0177
H 3.342090 1.364848 -7.290794 -0.0884 -0.0513 -0.0045
C -4.814013 -1.814265 6.498057 -0.0472 -0.0050 -0.0308
C -3.558432 -1.048253 6.108198 -0.1889 0.0541 0.0026
N -2.626605 -1.830399 5.320664 0.2270 -0.0818 0.0088
C -1.323183 -1.200914 5.182000 0.1774 0.0986 0.1399
C -1.228064 0.124636 4.416016 0.0559 -0.1107 0.0200
C -3.170649 -2.434216 4.116516 -0.2428 -0.1547 -0.0844
C -3.794269 -1.506630 3.066157 0.0054 -0.0726 -0.1103
H -4.561709 -2.736505 7.023429 0.0268 -0.0142 -0.0439
H -5.428083 -1.202865 7.160952 0.0147 0.0099 -0.0019
H -5.426131 -2.066693 5.631035 0.0018 -0.0090 0.0147
H -3.053211 -0.746783 7.030010 0.1362 0.0183 -0.0802
H -3.857538 -0.117582 5.599938 -0.0283 0.0277 0.0441
H -0.635050 -1.919486 4.727428 -0.1050 -0.0658 -0.0576
H -0.933056 -1.035315 6.191943 -0.1086 -0.0088 0.0369
H -1.308659 -0.022354 3.340924 -0.0954 0.0248 -0.0196
H -0.257348 0.585393 4.601232 0.0005 -0.0089 0.0040
H -1.991814 0.839271 4.725973 -0.0306 -0.0257 -0.0072
H -3.928184 -3.163393 4.416660 -0.0021 0.0577 0.0784
H -2.388577 -3.034146 3.644520 0.1167 0.1019 0.0644
H -4.436169 -0.746329 3.514636 0.0145 -0.0120 0.0317
H -4.413617 -2.093022 2.383557 0.0064 -0.0030 0.0149
H -3.040587 -1.009258 2.460509 0.0117 0.1082 0.0263
```
Positions in Å, forces in eV/Å.

***

Entry from OMol25: 2 unconnected molecules or ions with the total composition C4H14N3 in a non-equilibrium geometry (ωB97M-V/def2-TZVPD).

total charge	+1
ΔE to the lowest compared entry with this formula, charge and spin	4.4	kcal/mol
highest occupied orbital energy	-14.99	eV

Geometry as XYZ:
```
21
Properties=species:S:1:pos:R:3:forces:R:3
C 1.222803 1.899025 -1.445079 -0.3079 0.0749 -0.4529
C 1.024944 -0.262220 -0.236847 0.5003 0.4740 -0.2844
N 1.368525 1.019358 -0.306879 0.0017 -0.7086 0.4990
N 0.356479 -0.847096 -1.219973 -0.6090 -0.4568 -0.4211
N 1.440488 -1.021719 0.789079 -0.5178 -0.3226 0.4127
H 1.786456 1.372992 0.539270 0.0540 0.2864 -0.1545
H -0.188097 -0.344708 -1.901473 0.2082 0.3170 0.1192
H 0.126787 -1.829309 -1.194105 0.2864 0.0257 0.2456
H 1.993190 -0.660149 1.552144 0.0424 0.2787 -0.2627
H 0.792894 -1.736506 1.089155 0.1527 -0.1734 -0.0744
H 0.983918 2.880822 -1.089280 -0.1754 0.5024 0.2293
H 0.411038 1.595188 -2.102112 -0.0673 -0.0643 0.1548
H 2.110068 1.979323 -2.054639 0.4481 -0.2242 -0.0138
C -2.207492 -0.255368 1.826197 0.8181 -0.2805 0.1306
C -2.703752 -0.510055 0.399397 -0.4265 0.7946 0.7027
H -1.966595 -1.184481 2.357878 -0.2158 0.0621 -0.1190
H -1.297242 0.354579 1.882826 -0.0359 -0.0109 -0.2145
H -2.939480 0.268365 2.425296 -0.2639 0.1011 0.0366
H -2.695170 0.428346 -0.165471 0.0755 -0.1625 -0.0792
H -3.757519 -0.782561 0.495081 0.1920 -0.3751 -0.4411
H -2.127520 -1.262038 -0.132289 -0.1600 -0.1381 -0.0128
```
Positions in Å, forces in eV/Å.